Density functional theory data (ωB97M-V/def2-TZVPD) for an isolated molecule of C4H7N3O.

```
15
Properties=species:S:1:pos:R:3:forces:R:3
O 1.545410 -0.623061 -1.826977 -2.382 1.744 -4.050
N -1.261328 -0.161107 1.411864 0.099 0.784 -1.350
N -0.720735 1.535837 -0.006056 -2.653 -0.805 1.431
N 0.308353 -1.906194 0.567046 2.034 0.260 -1.484
C -1.638015 1.106923 0.908190 3.058 -0.340 -0.719
C 1.290214 0.636458 -1.126757 -1.993 -0.763 0.081
C -0.157897 -0.588953 0.691951 -0.806 2.434 -1.809
C 0.093935 0.499783 -0.224673 1.308 -2.471 2.479
H 2.199107 0.819960 -0.603541 0.623 0.589 0.379
H 0.880923 1.486030 -1.698107 1.304 -0.235 -0.700
H 1.004621 -0.486024 -2.761051 2.127 -0.976 3.594
H -2.272515 1.803860 1.399303 -0.653 -0.037 0.357
H 0.963462 -1.818294 -0.312629 -1.560 -0.676 2.077
H 0.892543 -2.237904 1.348831 -0.472 0.354 -0.388
H -1.844877 -0.788158 1.940771 -0.033 0.139 0.101
```
Positions in Å, forces in eV/Å.

**HOMO level**: -7.66 eV
**ΔE to the lowest compared entry with this formula, charge and spin**: 1.742 eV
**Structure (SMILES)**: Nc1[nH]cnc1CO
**Total energy**: -396.0844 Ha
**LUMO energy**: 0.76 eV
**Spin multiplicity**: 1